1.
Here is one molecule with the formula C20H23N5 at a distorted geometry from OMol25. Energies are from the ωB97M-V functional and the def2-TZVPD basis.

Output
- ΔE to the lowest compared entry with this formula, charge and spin (kcal/mol) = 19.1
- HOMO-LUMO gap (eV) = 7.93
- LUMO level (eV) = 0.264
- total energy (hartree) = -1049.719463
- structure (SMILES) = Cc1cc(NCCN2CCCCC2)n2c(nc3ccccc32)c1C#N
- total charge = 0
- max |F| (Eh/bohr) = 0.020

The geometry in XYZ format:
```
48
Properties=species:S:1:pos:R:3:forces:R:3
C 2.035696 1.609208 -3.088614 0.01 0.06 0.04
C 0.992596 1.332223 -2.053909 -0.08 0.36 0.45
C 0.705526 2.242939 -1.052237 -0.15 -0.87 -0.49
C 1.399654 3.460249 -0.926201 0.24 0.44 0.05
N 1.993438 4.439935 -0.854765 0.17 0.28 0.01
C -0.320402 1.945366 -0.123158 -0.18 0.02 0.24
N -0.732511 2.678628 0.872475 0.41 0.39 -0.19
C -1.737054 1.979706 1.464228 -0.16 -0.70 -0.29
C -2.505410 2.344224 2.566041 0.01 -0.09 -0.08
C -3.492833 1.480338 2.980281 -0.02 0.06 0.05
C -3.730037 0.283734 2.304981 -0.08 -0.15 -0.01
C -2.980142 -0.096355 1.208334 -0.06 -0.27 -0.12
C -1.956897 0.745904 0.791836 -0.36 0.40 0.75
N -1.019087 0.722902 -0.232305 0.32 0.35 -0.16
C -0.676565 -0.213299 -1.169076 0.22 -0.18 -0.57
C 0.296598 0.117422 -2.093656 -0.18 -0.27 0.06
H 0.540555 -0.580143 -2.876884 -0.02 -0.10 -0.01
N -1.326380 -1.406505 -1.147760 -0.35 0.41 0.57
H -1.929060 -1.545443 -0.351740 0.10 0.08 -0.09
C -0.824693 -2.643860 -1.695664 0.20 -0.47 0.07
H -0.087976 -2.436655 -2.468339 -0.07 -0.01 -0.03
C -0.207916 -3.578473 -0.623038 -0.06 0.17 -0.30
N 1.005680 -3.161491 0.026100 -0.10 0.08 -0.05
C 0.897762 -2.145792 1.053638 0.10 -0.07 0.39
C 2.133503 -2.211996 1.948787 -0.07 0.29 -0.11
C 3.384151 -1.974792 1.108974 -0.02 -0.26 0.10
C 3.425352 -2.990117 -0.028365 -0.03 0.25 -0.16
C 2.135765 -2.911205 -0.843130 0.26 -0.23 0.05
H 2.144341 -3.670376 -1.629528 -0.01 0.04 -0.06
H 2.076482 -1.914817 -1.318101 -0.02 -0.06 -0.04
H 4.281409 -2.803359 -0.678801 0.04 -0.04 -0.02
H 3.517958 -3.995094 0.385852 0.03 -0.07 -0.04
H 4.278721 -2.062496 1.727290 0.04 0.08 -0.01
H 3.358013 -0.962905 0.696012 0.04 0.07 0.00
H 2.052806 -1.462578 2.737578 0.00 -0.01 0.06
H 2.184523 -3.199384 2.409740 -0.04 -0.03 0.07
H -0.002278 -2.333988 1.645136 -0.03 0.05 -0.05
H 0.835396 -1.127151 0.634336 -0.04 -0.02 0.04
H -0.003448 -4.534524 -1.117444 -0.13 0.00 0.00
H -0.954733 -3.759790 0.156466 -0.04 -0.06 -0.05
H -1.664632 -3.171956 -2.159813 0.15 0.02 -0.07
H -3.244296 -1.017431 0.707765 -0.04 -0.01 0.01
H -4.527039 -0.363287 2.639719 -0.05 -0.05 0.01
H -4.106583 1.732241 3.832053 -0.05 0.03 0.07
H -2.318189 3.283545 3.059452 0.03 0.12 0.06
H 1.560918 1.776553 -4.055769 0.00 0.01 -0.05
H 2.613805 2.492548 -2.830734 0.05 0.01 -0.06
H 2.708127 0.758452 -3.191230 0.03 -0.04 -0.01
```
Positions in Å, forces in eV/Å.

---

2.
Here is C20H23N9O5PtS as an isolated structure from OMol25. Energies are from the ωB97M-V functional and the def2-TZVPD basis.

Output
- ΔE to the lowest compared entry with this formula, charge and spin (kcal/mol) = 0.0
- HOMO-LUMO gap (eV) = 8.53
- LUMO level (eV) = -6.907
- total energy (hartree) = -2162.097166
- total charge = +2
- max |F| (Eh/bohr) = 0.012

The geometry in XYZ format:
```
59
Properties=species:S:1:pos:R:3:forces:R:3
Pt -0.724847 0.271561 0.662451 0.37 0.24 -0.46
O 1.582102 -2.025615 5.620626 0.01 -0.01 0.01
C 1.043570 -1.473295 4.545522 0.00 0.01 0.00
C 0.435889 -0.204077 4.556758 0.00 0.00 -0.01
C -0.092222 0.266291 3.380008 -0.05 -0.07 0.02
N -0.018167 -0.496332 2.293290 0.06 -0.07 -0.04
C 0.567666 -1.690413 2.221984 0.04 0.09 -0.02
C 1.118322 -2.227280 3.355275 -0.05 -0.04 -0.01
C 0.561123 -2.253452 0.803459 0.03 0.11 0.01
O 0.930469 -3.362372 0.562906 0.10 -0.01 -0.02
O 0.144715 -1.380938 -0.125472 -0.32 -0.25 -0.08
C -0.752079 1.623373 3.141520 0.06 0.05 0.01
O -0.856124 2.421096 4.019921 -0.04 -0.01 -0.02
O -1.150645 1.834980 1.875785 -0.31 -0.28 0.11
H 1.505745 -1.470162 6.408780 0.00 0.00 0.00
H 0.381074 0.408630 5.448190 0.00 0.00 0.01
H 1.593809 -3.198644 3.340065 0.01 0.00 0.01
N -0.808313 3.297004 -0.896852 0.06 0.03 0.04
C -1.661668 2.429907 -1.436886 -0.10 -0.17 -0.10
N -2.361365 2.819023 -2.488549 0.03 0.00 0.00
C -3.262053 1.962527 -2.968580 0.02 0.00 -0.03
N -3.922466 2.277448 -4.068426 0.03 -0.02 -0.02
N -3.590096 0.785050 -2.361547 -0.05 0.01 0.05
C -2.842198 0.462475 -1.357551 -0.02 0.03 0.08
N -1.761994 1.161756 -0.915872 0.11 0.04 0.01
C -3.215871 -0.715286 -0.542235 0.07 -0.15 -0.13
C -4.270781 -1.539931 -0.876127 0.01 0.03 0.00
C -4.560552 -2.617671 -0.052115 -0.01 -0.02 0.02
C -3.783974 -2.837087 1.073501 0.00 0.03 -0.02
C -2.744610 -1.966419 1.348469 -0.06 0.03 0.07
N -2.476893 -0.927294 0.558047 0.11 0.38 0.34
H -0.831850 4.232332 -1.274327 -0.02 0.01 0.01
H -0.498999 3.178434 0.055568 0.02 -0.02 0.01
H -3.747276 3.158311 -4.523626 0.00 0.00 0.00
H -4.643118 1.666372 -4.414518 0.00 0.00 0.00
H -4.841308 -1.325223 -1.767739 0.01 0.00 0.00
H -5.383162 -3.278780 -0.288297 0.01 -0.01 -0.01
H -3.972885 -3.667456 1.738311 0.00 0.00 0.00
H -2.121692 -2.095985 2.222518 0.00 0.01 0.01
C 4.788148 0.708445 0.855554 0.00 0.00 -0.01
C 3.902803 -0.444334 0.417680 0.03 0.01 -0.03
N 3.164474 -0.155938 -0.825391 -0.02 -0.06 -0.01
C 2.035265 0.509391 -0.936627 -0.01 -0.06 0.07
S 1.373610 1.320019 0.482768 -0.13 0.05 0.09
N 1.405987 0.613015 -2.092748 0.07 0.07 -0.04
C 1.821972 -0.038001 -3.341181 -0.02 -0.03 0.00
C 2.924612 0.716580 -4.070743 0.00 0.00 0.00
H 5.341177 0.423370 1.749724 0.01 0.00 0.00
H 4.201473 1.596995 1.089954 0.00 0.00 0.00
H 5.510391 0.963661 0.080518 0.00 0.00 0.00
H 3.177976 -0.711440 1.185724 0.01 0.03 0.00
H 4.499883 -1.329562 0.206453 -0.02 -0.02 0.01
H 3.572738 -0.512307 -1.678297 0.03 0.03 0.00
H 0.662577 1.290881 -2.133011 -0.02 0.02 0.03
H 0.931190 -0.108887 -3.962645 0.00 0.00 0.00
H 2.107158 -1.065312 -3.103493 0.01 0.00 0.01
H 2.587130 1.711043 -4.360395 0.00 0.00 0.00
H 3.200922 0.175762 -4.974670 0.00 0.00 0.00
H 3.823266 0.833757 -3.463401 0.00 0.00 0.00
```
Positions in Å, forces in eV/Å.